Record 1
{"formula": "C21H30N2SiTc", "method": "ωB97M-V with the def2-TZVPD basis set", "charge": 2, "e_above_lowest_kj_mol": 0.0, "s_squared": 3.7826, "spin_multiplicity": 4, "e_tot_ev": -35296.0934, "fmax_ev_per_a": 6.280, "e_homo_ev": [-11.64, -13.90], "elements": ["C", "C", "C", "H", "C", "C", "H", "H", "H", "H", "Tc", "C", "H", "H", "H", "Si", "C", "C", "H", "C", "H", "C", "H", "C", "H", "C", "H", "C", "C", "H", "C", "H", "C", "H", "C", "H", "C", "H", "H", "H", "N", "C", "C", "C", "N", "H", "H", "H", "H", "H", "H", "H", "H", "H", "H"], "coordinates": [[-1.540, -1.530, -1.237], [-0.193, -1.971, -1.212], [-0.169, -3.289, -0.672], [0.633, -1.419, -1.610], [-1.527, -3.691, -0.397], [-2.378, -2.600, -0.719], [-3.446, -2.583, -0.574], [-1.831, -0.550, -1.572], [0.718, -3.933, -0.522], [-1.850, -4.650, -0.005], [-1.017, -1.861, 0.745], [0.144, -0.383, 1.008], [0.594, -1.392, 1.417], [-0.337, 0.582, 1.023], [1.206, -0.066, 0.793], [1.822, 1.397, -1.775], [1.105, 3.011, -1.044], [0.763, 3.761, -2.210], [0.655, 3.303, -3.193], [0.429, 5.104, -2.154], [0.203, 5.645, -3.068], [0.326, 5.715, -0.908], [0.067, 6.765, -0.880], [0.491, 4.992, 0.264], [0.271, 5.510, 1.211], [0.829, 3.624, 0.220], [0.775, 3.077, 1.175], [3.177, 0.510, -0.909], [4.233, 1.094, -1.687], [4.187, 2.142, -1.956], [5.165, 0.228, -2.284], [5.824, 0.564, -3.078], [5.177, -1.135, -1.925], [5.764, -1.857, -2.483], [4.378, -1.594, -0.889], [4.457, -2.619, -0.517], [3.393, -0.759, -0.335], [2.799, -1.201, 0.461], [-0.086, -2.974, 1.585], [2.150, 1.451, -3.189], [-2.631, -0.301, 0.640], [-3.042, 0.194, 1.972], [-3.928, -0.777, 2.736], [-3.583, -2.261, 2.656], [-2.084, -2.452, 2.625], [-2.394, 0.530, 0.080], [-3.497, -0.637, 0.205], [-2.121, 0.387, 2.539], [-3.605, 1.131, 1.859], [-3.938, -0.468, 3.792], [-4.991, -0.717, 2.464], [-3.978, -2.817, 3.522], [-4.008, -2.771, 1.781], [-1.845, -3.442, 2.753], [-1.715, -2.017, 3.477]], "mulliken_spin": [0.0079, -0.0458, 0.0062, 0.0244, 0.0271, -0.0214, -0.0002, 0.0222, 0.0077, 0.0025, 0.4638, 0.6473, -0.0790, 0.0434, -0.0710, 0.6845, 0.2191, 0.1380, 0.0104, 0.2529, 0.0060, 0.1685, 0.0116, 0.0804, 0.0024, 0.2721, 0.0376, 0.0168, 0.0079, 0.0072, 0.0220, 0.0024, 0.0009, -0.0003, -0.0007, 0.0004, -0.0260, 0.0154, 0.0177, 0.0329, -0.0043, -0.0040, 0.0033, -0.0013, -0.0082, 0.0010, -0.0013, -0.0038, -0.0018, -0.0001, -0.0001, 0.0014, -0.0002, -0.0001, 0.0046]}

Record 2
{"formula": "C3H4ClF3", "method": "ωB97M-V with the def2-TZVPD basis set", "charge": 0, "e_above_lowest_kj_mol": 155.2, "e_tot_ev": -23848.2011, "fmax_ev_per_a": 4.203, "e_homo_ev": -8.98, "elements": ["C", "C", "C", "F", "F", "F", "Cl", "H", "H", "H", "H"], "coordinates": [[-1.148, 0.738, -0.052], [-0.541, -0.504, -0.636], [1.495, -0.282, 0.417], [-0.962, 0.780, 1.314], [2.285, -1.169, -0.180], [1.875, 0.953, 0.100], [-1.183, -2.001, -0.094], [-2.234, 0.796, -0.202], [-0.655, 1.626, -0.460], [-0.274, -0.484, -1.681], [1.342, -0.454, 1.473]], "lowdin_charge": [-0.3075, -0.5718, -0.2351, -0.0672, 0.0595, 0.0642, 0.6257, 0.1174, 0.1165, 0.0693, 0.1289]}

Record 3
{"formula": "C26H30F4N2O3", "method": "ωB97M-V with the def2-TZVPD basis set", "charge": 0, "e_tot_ev": -47443.3763, "smiles": "CC(C)C[C@H](COCc1ccc(F)cc1)N1CCN(C(=O)c2cccc(C(F)(F)F)c2)CCC1=O", "fmax_ev_per_a": 0.617, "e_homo_ev": -8.74, "elements": ["C", "H", "H", "H", "C", "C", "H", "H", "H", "C", "H", "H", "C", "N", "C", "O", "C", "H", "H", "C", "N", "C", "O", "C", "C", "C", "C", "C", "C", "H", "C", "F", "F", "F", "H", "H", "H", "C", "H", "H", "C", "H", "H", "H", "H", "H", "C", "O", "C", "C", "C", "C", "C", "C", "C", "H", "H", "F", "H", "H", "H", "H", "H", "H", "H"], "coordinates": [[-6.383, -1.633, 1.150], [-6.857, -1.476, 0.183], [-6.647, -2.628, 1.501], [-6.783, -0.905, 1.851], [-4.865, -1.487, 1.046], [-4.218, -1.743, 2.404], [-4.492, -0.960, 3.107], [-3.135, -1.777, 2.324], [-4.555, -2.697, 2.805], [-4.525, -0.093, 0.507], [-5.088, 0.078, -0.415], [-4.839, 0.665, 1.226], [-3.034, 0.133, 0.251], [-2.469, -0.866, -0.645], [-1.456, -1.640, -0.191], [-1.011, -1.544, 0.938], [-0.905, -2.682, -1.161], [-0.205, -3.295, -0.593], [-1.722, -3.326, -1.488], [-0.186, -2.038, -2.367], [-0.469, -0.627, -2.482], [0.339, 0.369, -2.043], [0.009, 1.541, -2.106], [1.699, -0.011, -1.546], [2.801, 0.486, -2.236], [4.085, 0.216, -1.798], [4.287, -0.549, -0.662], [3.187, -1.020, 0.039], [1.892, -0.749, -0.385], [1.057, -1.095, 0.204], [3.358, -1.859, 1.274], [4.640, -2.121, 1.566], [2.826, -1.296, 2.367], [2.755, -3.060, 1.139], [5.284, -0.763, -0.313], [4.933, 0.606, -2.338], [2.638, 1.089, -3.116], [-1.798, -0.296, -2.948], [-1.864, 0.794, -2.956], [-1.931, -0.669, -3.969], [-2.877, -0.902, -2.028], [-3.084, -1.934, -2.326], [-3.801, -0.334, -2.134], [0.892, -2.169, -2.273], [-0.505, -2.519, -3.298], [-2.491, 0.019, 1.192], [-2.763, 1.563, -0.242], [-2.860, 2.440, 0.863], [-1.970, 3.534, 0.798], [-0.516, 3.120, 0.837], [-0.113, 2.108, 1.700], [1.207, 1.700, 1.746], [2.118, 2.327, 0.916], [1.748, 3.336, 0.050], [0.422, 3.726, 0.012], [0.115, 4.503, -0.672], [2.486, 3.794, -0.589], [3.417, 1.940, 0.951], [1.527, 0.912, 2.408], [-0.846, 1.630, 2.332], [-2.163, 4.133, -0.104], [-2.210, 4.140, 1.678], [-1.757, 1.616, -0.671], [-3.492, 1.864, -1.011], [-4.494, -2.236, 0.336]], "lowdin_charge": [-0.0819, 0.0732, 0.0743, 0.0811, -0.4242, -0.0602, 0.0872, 0.0612, 0.0782, -0.1240, 0.1121, 0.1317, -0.2394, -0.0045, -0.4470, 0.0495, -0.0453, 0.1228, 0.1140, -0.1156, -0.0495, -0.3920, 0.0697, -0.1252, -0.0018, -0.0492, -0.0078, -0.1074, 0.0328, 0.1118, -0.5788, 0.1390, 0.1471, 0.1365, 0.1215, 0.1091, 0.1247, -0.0952, 0.1189, 0.1312, -0.1009, 0.1217, 0.1253, 0.1218, 0.1294, 0.1358, -0.1498, -0.1302, -0.1612, -0.2153, -0.0093, 0.0022, -0.2743, -0.0066, -0.0365, 0.1176, 0.1201, 0.0576, 0.1134, 0.1240, 0.1290, 0.1343, 0.1051, 0.1377, 0.1306]}